(1)
Density functional theory data (the ωB97M-V functional and the def2-TZVPD basis) for C3H9N3O in the gas phase in a non-equilibrium geometry.

Atoms and positions in Å:
C  -1.647  -0.382  -0.921
C  0.280  -0.303  0.577
C  1.051  1.720  -0.577
H  -1.605  0.707  -1.012
H  -2.502  -0.656  -0.209
H  -1.866  -0.788  -1.935
H  -0.492  -1.930  -0.254
H  0.591  1.402  1.396
H  2.067  1.331  -0.652
H  1.182  2.817  -0.459
H  0.556  1.542  -1.580
H  1.041  -2.577  2.418
N  -0.388  -0.922  -0.447
N  0.268  1.103  0.487
N  0.892  -0.831  1.564
O  0.570  -2.232  1.604

Summary:
E: -359.150240 hartree
HOMO-LUMO gap: 9.51 eV
Structure (SMILES): CNC(=NO)NC
Multiplicity: 1
HOMO: -8.49 eV
Lowest unoccupied orbital energy: 1.024 eV

(2)
Density functional theory data (the ωB97M-V functional and the def2-TZVPD basis) for a 2-piece molecular cluster, CHN3O overall in a non-equilibrium geometry.

Atoms and positions in Å:
C  0.806  -0.108  -0.155
N  0.952  -1.150  -0.619
N  -1.889  -0.075  -0.584
N  -2.171  -0.835  0.156
O  0.678  1.008  0.473
H  1.624  1.160  0.730

Summary:
E: -277.970913 hartree
HOMO-LUMO gap (alpha / beta): 6.15 / 8.41 eV
⟨S²⟩: 2.01
Multiplicity: 3
HOMO (alpha / beta): -5.23 / -13.91 eV
Lowest unoccupied orbital energy (alpha / beta): 0.929 / -5.500 eV

(3)
Density functional theory data (the ωB97M-V functional and the def2-TZVPD basis) for a 2-piece molecular cluster, C6H15NO overall in a non-equilibrium geometry.

Atoms and positions in Å:
C  -1.768  -0.670  2.080
C  -0.350  -0.173  1.873
C  -0.254  1.141  1.011
C  0.563  0.929  -0.239
C  1.889  1.093  -0.164
C  -1.488  0.170  -1.460
N  -0.074  0.401  -1.349
H  -2.145  -1.339  1.306
H  -1.815  -1.194  3.025
H  -2.476  0.154  2.095
H  0.078  0.089  2.837
H  0.325  -0.886  1.402
H  0.224  1.993  1.491
H  -1.266  1.476  0.832
H  2.538  0.860  -0.998
H  2.278  1.482  0.762
H  -1.779  -0.775  -1.003
H  -1.841  0.205  -2.481
H  -2.141  0.908  -0.962
H  0.362  0.575  -2.239
H  0.975  -2.207  -2.150
H  1.525  -1.413  -0.970
O  1.675  -2.215  -1.490

Summary:
E: -367.564677 hartree
HOMO-LUMO gap: 8.88 eV
Structure (SMILES): C=C(CCC)NC.O
Multiplicity: 1
HOMO: -8.06 eV
Lowest unoccupied orbital energy: 0.817 eV

(4)
Density functional theory data (the ωB97M-V functional and the def2-TZVPD basis) for C4H6O2 as an isolated structure.

Atoms and positions in Å:
C  -1.111  -1.080  0.012
C  -0.123  -0.032  0.440
C  -0.325  1.428  0.580
O  -0.087  0.566  1.721
C  1.153  0.262  -0.091
O  1.440  0.193  -1.398
H  -0.975  -1.994  0.603
H  -2.144  -0.729  0.102
H  -0.917  -1.338  -1.035
H  0.465  2.178  0.412
H  0.626  0.072  -1.900
H  1.998  0.474  0.555

Summary:
E: -306.326514 hartree
HOMO-LUMO gap: 8.53 eV
Multiplicity: 1
HOMO: -7.97 eV
Lowest unoccupied orbital energy: 0.562 eV

(5)
Density functional theory data (the ωB97M-V functional and the def2-TZVPD basis) for a 2-piece molecular cluster, C2H4N2S overall in a non-equilibrium geometry.

Atoms and positions in Å:
C  -1.863  0.420  0.654
C  0.591  -0.349  -0.024
N  -2.568  -0.273  0.098
N  1.805  0.212  0.166
S  0.185  -1.028  -1.497
H  -1.305  1.125  1.185
H  1.782  0.743  0.953
H  2.488  0.489  -0.483
H  -1.115  -1.340  -1.052

Summary:
E: -586.203113 hartree
HOMO-LUMO gap: 9.14 eV
Multiplicity: 1
HOMO: -8.46 eV
Lowest unoccupied orbital energy: 0.683 eV

(6)
Density functional theory data (the ωB97M-V functional and the def2-TZVPD basis) for C6H9N3O2S as an isolated structure in a non-equilibrium geometry.

Atoms and positions in Å:
C  -0.560  0.152  1.456
C  -0.231  0.494  0.004
C  -3.326  -1.249  -1.881
C  0.255  -0.420  2.648
C  1.197  1.017  -1.826
C  2.006  -0.576  -0.132
N  -1.742  0.617  1.775
N  -1.303  1.081  -0.609
N  0.979  0.303  -0.558
O  -3.583  -0.581  -2.784
O  -2.936  -1.971  -1.059
S  -2.482  1.243  0.474
H  0.128  -1.410  2.854
H  1.201  -0.129  2.678
H  -0.229  0.056  3.455
H  0.281  1.521  -2.187
H  1.869  1.846  -1.487
H  1.671  0.317  -2.573
H  1.615  -1.545  0.252
H  2.480  -0.682  -1.133
H  2.708  -0.082  0.631

Summary:
E: -946.947947 hartree
HOMO-LUMO gap: 8.36 eV
Multiplicity: 1
HOMO: -7.75 eV
Lowest unoccupied orbital energy: 0.604 eV

(7)
Density functional theory data (the ωB97M-V functional and the def2-TZVPD basis) for a 5-piece molecular cluster, C3H13NO3 overall in a non-equilibrium geometry.

Atoms and positions in Å:
C  -2.919  -1.128  -0.638
C  -1.637  -0.717  -0.448
N  -1.171  0.066  0.521
C  0.230  -0.075  0.736
H  -3.705  -0.758  0.029
H  -3.281  -1.746  -1.443
H  -0.933  -1.047  -1.228
H  -3.259  2.603  -0.072
H  0.356  -0.758  1.591
H  0.614  -0.666  -0.076
H  0.739  0.850  1.027
H  2.569  -2.593  -1.317
H  2.110  -1.282  -0.957
O  1.882  -2.229  -0.743
H  2.772  -0.021  -0.206
H  -2.187  1.537  0.603
O  -2.680  2.365  0.639
H  3.356  1.244  0.246
H  3.865  2.152  1.250
O  3.279  2.205  0.485

Summary:
E: -402.281100 hartree
HOMO-LUMO gap: 3.63 eV
Multiplicity: 1
HOMO: -7.68 eV
Lowest unoccupied orbital energy: -4.050 eV

(8)
Density functional theory data (the ωB97M-V functional and the def2-TZVPD basis) for CH2I3P as an isolated structure in a non-equilibrium geometry.

Atoms and positions in Å:
C  0.581  0.021  -0.020
P  -1.057  0.132  -0.932
I  1.496  -1.741  -0.901
I  1.800  1.776  -0.406
I  0.380  -0.232  2.136
H  -1.573  1.172  -0.132
H  -1.628  -1.129  0.255

Summary:
E: -1273.654531 hartree
HOMO-LUMO gap: 8.19 eV
Multiplicity: 1
HOMO: -9.34 eV
Lowest unoccupied orbital energy: -1.147 eV